Entry 1:
# C2H6FOP

The molecule C2H6FOP in a non-equilibrium geometry (wB97M-V/def2-TZVPD, OMol25).

## Properties
electronic energy = -16223.7664 eV
LUMO energy = -0.05 eV
orbital gap = 0.3541 Eh
energy relative to the best compared isomer or geometry (same formula, charge and spin) = 70.3 kcal/mol
charge = 0
SMILES = CCOPF

Positions of all 11 atoms, in Å:
1 C 1.38405 -0.08607 0.61941
2 C 0.15260 -0.78951 0.07452
3 O -1.06777 -0.27117 0.38908
4 P -1.49041 1.49995 -0.62283
5 F -3.09544 1.52863 -0.30289
6 H 1.15639 0.19505 1.66286
7 H 2.21713 -0.81690 0.52664
8 H 1.63829 0.72009 -0.06609
9 H 0.15779 -1.72896 0.49910
10 H 0.33894 -0.97211 -0.93006
11 H -1.39157 0.72101 -1.84974

Forces on the atoms, in the same order (eV/Å):
-0.088 -0.500 -0.185
1.274 0.916 0.924
-2.305 4.297 -1.580
-0.098 -3.407 2.028
1.697 -0.414 -0.665
0.622 0.186 -0.512
-0.345 0.511 0.455
0.094 0.576 0.512
-0.193 -2.388 1.124
-0.095 -0.150 -2.537
-0.564 0.373 0.438



Entry 2:
# C2H6FOSSn

A structure of composition C2H6FOSSn in a non-equilibrium geometry (wB97M-V/def2-TZVPD, OMol25).

## Properties
electronic energy = -23591.7473 eV
LUMO energy = -7.47 eV
orbital gap = 0.2297 Eh
energy relative to the best compared isomer or geometry (same formula, charge and spin) = 2.9 kcal/mol
charge = +1

Positions of all 12 atoms, in Å:
1 Sn 2.11281 -1.02601 3.15996
2 F -0.14250 0.87306 3.50001
3 C 0.34742 0.15102 -1.89470
4 S 0.36392 -0.92290 -0.45728
5 O 1.52864 -0.45461 0.39586
6 C -1.09099 -0.08312 0.37658
7 H 0.37592 1.22886 -1.73486
8 H -0.63565 0.01018 -2.34396
9 H 1.20325 -0.12578 -2.51035
10 H -1.29137 -0.54987 1.34099
11 H -1.87656 -0.07634 -0.37901
12 H -0.89489 0.97551 0.54674

Forces on the atoms, in the same order (eV/Å):
-2.801 2.511 -1.411
2.371 -2.155 -0.400
0.094 0.178 -0.232
-1.904 1.746 0.791
1.439 -0.488 1.866
0.600 -0.117 -0.889
0.320 -0.095 0.812
0.233 -0.564 -0.453
-0.368 -0.137 -0.261
-0.258 -0.150 -0.329
-0.408 -0.609 0.427
0.682 -0.120 0.080



Entry 3:
# C2H6I2N3

A structure of composition C2H6I2N3 in a non-equilibrium geometry (wB97M-V/def2-TZVPD, OMol25).

## Properties
electronic energy = -22832.1289 eV
LUMO energy (spin up / spin down) = -6.17 / -6.16 eV
orbital gap (spin up / spin down) = 0.2457 / 0.2458 Eh
energy relative to the best compared isomer or geometry (same formula, charge and spin) = 85.2 kcal/mol
charge = +1

Positions of all 13 atoms, in Å:
1 C -1.29586 -1.25281 0.82727
2 C 1.77063 2.29962 -1.61564
3 N 0.88130 -0.91268 1.47169
4 N -0.19463 -1.41271 1.72229
5 N -1.00108 -0.53720 -0.38344
6 I 1.52253 0.97320 -0.11507
7 I 0.56284 3.92183 -1.93735
8 H -1.65813 -2.28072 0.67430
9 H -2.05638 -0.74897 1.43487
10 H 2.34878 1.98398 -2.47341
11 H 1.60308 -1.07661 2.18277
12 H -0.81412 -1.13763 -1.17212
13 H -1.66895 0.18069 -0.61616

Forces on the atoms, in the same order (eV/Å):
-0.503 0.076 -0.579
-0.973 0.042 0.441
0.219 0.697 -0.859
0.548 -0.961 1.814
0.114 0.036 0.018
0.377 0.884 -0.845
0.640 -0.543 0.135
0.034 0.239 -0.029
0.035 -0.038 -0.166
0.200 0.088 -0.129
-0.414 -0.429 0.356
-0.165 0.001 -0.094
-0.111 -0.093 -0.062



Entry 4:
# C2H6I2NP

The molecule C2H6I2NP in a non-equilibrium geometry (wB97M-V/def2-TZVPD, OMol25).

## Properties
electronic energy = -29151.6161 eV
LUMO energy = -1.02 eV
orbital gap = 0.2817 Eh
energy relative to the best compared isomer or geometry (same formula, charge and spin) = 9.7 kcal/mol
charge = 0
SMILES = CCNP(I)I

Positions of all 12 atoms, in Å:
1 C 1.09341 -0.84291 0.12852
2 C 0.94055 0.63479 0.04834
3 N -0.45211 1.02606 -0.04154
4 P -1.60438 0.28073 0.84274
5 I -3.38011 1.45634 -0.32462
6 I -2.39218 -2.31386 -0.27549
7 H 2.16953 -1.25257 -0.19938
8 H 0.85225 -1.16454 1.14140
9 H 0.26728 -1.32662 -0.49344
10 H 1.49760 1.10179 0.92651
11 H 1.47610 0.88188 -0.86557
12 H -0.46795 1.51892 -0.88747

Forces on the atoms, in the same order (eV/Å):
0.596 -2.571 -0.813
2.352 -0.022 1.197
1.560 -0.442 0.687
-1.231 -0.691 -0.945
-0.326 0.026 0.287
0.373 1.197 0.510
-2.480 0.997 0.844
0.358 -0.376 0.131
1.498 0.424 0.424
-0.823 -0.188 -1.095
-0.292 0.827 -0.047
-1.586 0.820 -1.180



Entry 5:
# C2H6I2Si

The molecule C2H6I2Si in a non-equilibrium geometry (wB97M-V/def2-TZVPD, OMol25).

## Properties
electronic energy = -26246.9413 eV
LUMO energy (spin up / spin down) = 0.41 / -4.45 eV
orbital gap (spin up / spin down) = 0.1982 / 0.1858 Eh
energy relative to the best compared isomer or geometry (same formula, charge and spin) = 13.7 kcal/mol
charge = 0
⟨S²⟩ = 2.008
2S+1 = 3

Positions of all 11 atoms, in Å:
1 C -0.72553 -0.68271 -0.11503
2 C 0.58102 -0.02963 -0.32950
3 Si 0.39844 1.67480 -1.34314
4 I -1.11076 1.00628 -3.16598
5 I 2.54288 2.51891 -2.28249
6 H -1.36900 -0.01564 0.52851
7 H -1.23108 -0.84978 -1.00914
8 H -0.44029 -1.61955 0.51023
9 H 1.42569 -0.72569 -0.71835
10 H 0.99559 0.22486 0.58827
11 H -0.25504 2.74075 -0.43207

Forces on the atoms, in the same order (eV/Å):
0.390 -0.861 3.579
2.038 0.784 -2.489
-2.507 -1.604 2.532
-0.538 -0.004 -0.858
3.138 1.103 -1.372
0.494 -0.761 -0.577
-0.931 -0.919 -1.301
-1.280 1.093 -1.197
-1.611 1.047 -0.104
0.669 0.792 1.988
0.138 -0.671 -0.202



Entry 6:
# C2H6IN2

A structure of composition C2H6IN2 in a non-equilibrium geometry (wB97M-V/def2-TZVPD, OMol25).

## Properties
electronic energy = -13243.2680 eV
LUMO energy = -4.41 eV
orbital gap = 0.3550 Eh
energy relative to the best compared isomer or geometry (same formula, charge and spin) = 45.8 kcal/mol
charge = +1

Positions of all 11 atoms, in Å:
1 C 0.75870 0.93900 -0.25607
2 C -0.45289 0.05721 0.96019
3 N 0.56034 0.23636 -1.30235
4 N -0.67327 -1.07308 0.17009
5 I 1.81228 2.57063 0.31249
6 H -1.41097 0.68633 1.06458
7 H 0.05665 0.00265 1.96688
8 H 1.21927 0.35253 -2.01403
9 H -1.57471 -1.33593 -0.10246
10 H -0.26679 -1.90500 0.48794
11 H -0.02861 -0.53071 -1.28726

Forces on the atoms, in the same order (eV/Å):
-3.625 -1.946 2.879
0.168 2.460 -0.862
3.936 4.440 -0.101
-0.175 -0.577 1.338
0.074 -0.326 -0.524
1.775 -0.635 -0.338
-0.332 -0.299 -1.452
0.799 0.224 -1.990
-1.914 0.286 -0.153
1.127 -1.242 0.639
-1.833 -2.386 0.564



Entry 7:
# C2H6INO2S

The molecule C2H6INO2S in a non-equilibrium geometry (wB97M-V/def2-TZVPD, OMol25).

## Properties
electronic energy = -26689.7503 eV
LUMO energy = -0.98 eV
orbital gap = 0.3136 Eh
energy relative to the best compared isomer or geometry (same formula, charge and spin) = 18.8 kcal/mol
charge = 0

Positions of all 13 atoms, in Å:
1 C -0.72248 1.34145 0.40331
2 C 0.39542 -1.77841 0.02617
3 N -1.53972 0.15007 0.47230
4 O -2.07186 -2.22686 -0.39215
5 O -1.03811 -0.63782 -1.91092
6 S -1.21447 -1.14445 -0.58653
7 I -3.69289 0.27212 0.31124
8 H -0.78557 1.87872 1.44386
9 H 0.23219 1.00175 0.14636
10 H -1.07770 2.08655 -0.44042
11 H 0.35639 -2.82097 -0.21106
12 H 1.32981 -1.32780 -0.30767
13 H 0.06173 -1.58073 1.16041

Forces on the atoms, in the same order (eV/Å):
-2.789 2.721 0.082
-2.238 1.506 2.849
-2.161 -1.973 -0.015
-2.178 -1.595 1.024
-0.128 0.481 -0.546
4.051 1.795 -1.271
1.233 0.662 0.372
0.372 -1.009 -2.066
1.766 -0.165 -0.101
0.728 -1.373 1.622
-0.020 -0.556 -0.006
-0.434 0.367 0.134
1.800 -0.861 -2.079



Entry 8:
# C2H6IO2P

A cluster of 2 separate species, C2H6IO2P in total in a non-equilibrium geometry (wB97M-V/def2-TZVPD, OMol25).

## Properties
electronic energy = -23654.0135 eV
LUMO energy (spin up / spin down) = -0.92 / -0.92 eV
orbital gap (spin up / spin down) = 0.2895 / 0.2894 Eh
energy relative to the best compared isomer or geometry (same formula, charge and spin) = 68.3 kcal/mol
charge = 0

Positions of all 12 atoms, in Å:
1 C 0.62054 -2.08440 0.87713
2 C -0.82329 2.03008 -0.11447
3 O 0.14951 -0.82226 0.70135
4 O -1.25411 1.09941 -1.09059
5 P -0.53325 -0.20438 -1.57342
6 I 1.72264 0.50998 -2.09612
7 H 0.94090 -2.15619 1.92720
8 H 1.49984 -2.30640 0.25179
9 H -0.14544 -2.85838 0.71056
10 H -1.06831 3.02907 -0.47399
11 H 0.24733 1.94321 0.06977
12 H -1.35637 1.82026 0.81078

Forces on the atoms, in the same order (eV/Å):
0.245 -0.828 -0.038
0.228 0.644 0.667
-1.439 2.209 -2.872
-0.303 -0.450 -0.399
1.028 -0.974 2.808
0.054 -0.067 -0.032
0.055 -0.155 -0.037
0.025 -0.147 0.021
0.137 -0.094 0.004
0.009 -0.095 -0.007
-0.054 -0.036 -0.068
0.017 -0.007 -0.047



Entry 9:
# C2H6IOP

The molecule C2H6IOP in a non-equilibrium geometry (wB97M-V/def2-TZVPD, OMol25).

## Properties
electronic energy = -21608.5026 eV
LUMO energy = 0.14 eV
orbital gap = 0.3732 Eh
energy relative to the best compared isomer or geometry (same formula, charge and spin) = 15.2 kcal/mol
charge = 0
SMILES = CC[P@H](=O)I

Positions of all 11 atoms, in Å:
1 C 1.00631 0.71270 0.74859
2 C 0.51104 -0.13626 -0.43982
3 P -1.17713 -0.72846 -0.39120
4 O -1.51778 -1.36817 -1.63056
5 I -2.50412 1.27745 -0.09615
6 H 2.05669 0.62509 0.78425
7 H 0.57771 1.64038 0.57216
8 H 0.65311 0.13659 1.54858
9 H 1.23908 -1.05323 -0.54884
10 H 0.49831 0.42838 -1.46456
11 H -1.34323 -1.53446 0.91754

Forces on the atoms, in the same order (eV/Å):
-0.555 -2.360 -2.102
1.897 -0.452 -1.786
0.749 0.024 2.874
-0.975 -1.551 -1.870
-0.011 -0.029 0.298
1.232 0.657 -0.046
-0.346 2.016 0.696
-0.687 0.030 1.957
-1.700 1.431 -0.074
0.291 -0.980 1.765
0.106 1.213 -1.713



Entry 10:
# C2H6IOP

The molecule C2H6IOP in a non-equilibrium geometry (wB97M-V/def2-TZVPD, OMol25).

## Properties
electronic energy = -21607.3891 eV
LUMO energy = -0.06 eV
orbital gap = 0.3403 Eh
energy relative to the best compared isomer or geometry (same formula, charge and spin) = 40.9 kcal/mol
charge = 0
SMILES = CCOPI

Positions of all 11 atoms, in Å:
1 C 0.56441 -0.96562 -0.83340
2 C -0.57768 -0.70491 0.11912
3 O -0.18950 0.00021 1.26176
4 P 0.67456 1.63726 1.02137
5 I -0.89246 2.53233 -0.62075
6 H 1.14495 -0.00288 -1.03407
7 H 1.49024 -1.61368 -0.46429
8 H 0.08108 -1.45692 -1.69604
9 H -1.04699 -1.58782 0.61522
10 H -1.24052 -0.08381 -0.38417
11 H -0.00808 2.24584 2.01525

Forces on the atoms, in the same order (eV/Å):
2.479 -0.883 0.365
1.707 -1.241 1.689
2.082 3.605 1.129
-1.061 -3.568 -1.109
0.084 0.536 -0.162
-1.298 -0.993 -0.437
-2.366 0.805 -0.358
0.840 0.471 -0.147
0.129 0.286 -1.148
-1.874 0.514 -1.153
-0.722 0.467 1.330



Entry 11:
# C2H6IP

A cluster of 2 separate species, C2H6IP in total in a non-equilibrium geometry (wB97M-V/def2-TZVPD, OMol25).

## Properties
electronic energy = -19558.0651 eV
LUMO energy = 0.08 eV
orbital gap = 0.3139 Eh
energy relative to the best compared isomer or geometry (same formula, charge and spin) = 35.3 kcal/mol
charge = 0

Positions of all 10 atoms, in Å:
1 C 0.33791 0.92539 0.90889
2 C -1.67488 -1.09503 -0.61293
3 P 0.35354 -0.94933 0.80450
4 I -3.09671 0.12510 0.06524
5 H -0.70950 1.16359 0.66646
6 H 1.01742 1.37607 0.24879
7 H 0.73361 1.06007 2.00977
8 H -1.41617 -0.78114 -1.65341
9 H -2.02039 -2.17834 -0.48152
10 H 1.42347 -1.36842 -0.07604

Forces on the atoms, in the same order (eV/Å):
0.617 -1.878 2.227
3.242 -2.307 -0.032
-2.464 -0.407 -1.115
-1.505 1.286 0.846
0.496 0.483 0.738
0.768 0.763 -0.949
-1.341 0.361 -2.102
-0.064 -0.701 0.981
0.817 1.679 -0.450
-0.567 0.723 -0.144



Entry 12:
# C2H6InO2

A structure of composition C2H6InO2 in a non-equilibrium geometry (wB97M-V/def2-TZVPD, OMol25).

## Properties
electronic energy = -11397.6500 eV
LUMO energy = -20.94 eV
orbital gap = 0.1316 Eh
energy relative to the best compared isomer or geometry (same formula, charge and spin) = 34.6 kcal/mol
charge = +3

Positions of all 11 atoms, in Å:
1 In 11.20320 10.36220 30.28948
2 C 14.00349 10.52609 33.35760
3 C 14.72117 9.29403 33.84952
4 O 15.60289 8.74303 32.88969
5 O 13.63496 10.37090 31.97330
6 H 14.65297 11.39495 33.46413
7 H 13.13866 10.68619 34.00145
8 H 13.90320 8.62571 34.11851
9 H 15.25790 9.62468 34.73873
10 H 16.48649 9.08915 33.03472
11 H 14.40556 10.40742 31.40195

Forces on the atoms, in the same order (eV/Å):
-0.682 0.194 -0.545
-4.131 5.046 -4.978
6.056 -5.705 -0.194
-3.679 1.205 2.566
-0.642 -0.529 4.164
1.171 -0.003 0.077
-0.363 -0.492 -0.097
-0.776 -0.653 -0.772
0.282 0.601 0.242
1.773 -0.018 0.278
0.991 0.354 -0.740